This record from the Open Molecules 2025 dataset describes one molecule with the formula C19H17BrF3N3O3. The level of theory is ωB97M-V/def2-TZVPD.

Results
frontier orbital gap = 9.71 eV
LUMO = 0.3 eV
highest occupied orbital energy = -9.45 eV
net charge = 0
SMILES string = O=C(c1ccc(Br)c(C(F)(F)F)c1)N1CCC2(CC1)CCN2C(=O)c1cnoc1
electronic energy = -3997.8245 a.u.
ΔE to the lowest compared entry with this formula, charge and spin = 0.000 eV
maximum force = 0.04 eV Å⁻¹

The geometry in XYZ format:
```
46
Properties=species:S:1:pos:R:3:forces:R:3:nbo_charge:R:1
O -0.575715 -3.420852 -0.341002 0.0 0.0 0.0 -0.616
C 0.136878 -2.541574 0.116515 0.0 0.0 0.0 0.666
C 1.587750 -2.833754 0.379663 0.0 0.0 0.0 -0.150
C 2.291309 -3.577812 -0.555683 0.0 0.0 0.0 -0.137
C 3.611379 -3.923845 -0.323753 0.0 0.0 0.0 -0.240
C 4.227964 -3.549921 0.859782 0.0 0.0 0.0 -0.041
Br 6.029804 -4.065089 1.102070 0.0 0.0 0.0 0.097
C 3.524462 -2.829125 1.822487 0.0 0.0 0.0 -0.203
C 4.150352 -2.419727 3.133270 0.0 0.0 0.0 0.980
F 3.281150 -1.742524 3.902576 0.0 0.0 0.0 -0.322
F 4.561220 -3.477714 3.849361 0.0 0.0 0.0 -0.316
F 5.213264 -1.617783 2.952144 0.0 0.0 0.0 -0.318
C 2.206887 -2.473985 1.568447 0.0 0.0 0.0 -0.111
N -0.334858 -1.309098 0.461398 0.0 0.0 0.0 -0.434
C 0.465506 -0.087975 0.390057 0.0 0.0 0.0 -0.230
C 0.283179 0.580028 -0.974765 0.0 0.0 0.0 -0.421
C -1.169135 0.763191 -1.411158 0.0 0.0 0.0 0.177
C -1.994138 -0.491457 -1.133606 0.0 0.0 0.0 -0.432
C -1.760100 -1.058383 0.262198 0.0 0.0 0.0 -0.233
C -1.322014 1.283145 -2.866142 0.0 0.0 0.0 -0.399
C -2.055124 2.523645 -2.323930 0.0 0.0 0.0 -0.209
N -1.816100 2.030120 -0.970257 0.0 0.0 0.0 -0.440
C -2.011515 2.567081 0.248006 0.0 0.0 0.0 0.681
O -1.668200 2.012429 1.285009 0.0 0.0 0.0 -0.643
C -2.652640 3.902808 0.317042 0.0 0.0 0.0 -0.291
C -2.725114 4.663216 1.521791 0.0 0.0 0.0 0.003
N -3.337145 5.792485 1.353494 0.0 0.0 0.0 -0.107
O -3.704518 5.821446 0.013701 0.0 0.0 0.0 -0.277
C -3.290196 4.701460 -0.574949 0.0 0.0 0.0 0.178
H 1.792270 -3.893908 -1.462160 0.0 0.0 0.0 0.237
H 4.168192 -4.493321 -1.054199 0.0 0.0 0.0 0.234
H 1.654058 -1.921529 2.315427 0.0 0.0 0.0 0.239
H 0.142269 0.578949 1.186519 0.0 0.0 0.0 0.239
H 1.516522 -0.320436 0.534714 0.0 0.0 0.0 0.217
H 0.794696 1.545682 -0.991271 0.0 0.0 0.0 0.222
H 0.759744 -0.051894 -1.733019 0.0 0.0 0.0 0.211
H -3.053326 -0.273749 -1.291591 0.0 0.0 0.0 0.219
H -1.702862 -1.252661 -1.864138 0.0 0.0 0.0 0.223
H -2.293504 -1.996487 0.385734 0.0 0.0 0.0 0.239
H -2.080450 -0.350236 1.025293 0.0 0.0 0.0 0.228
H -0.372515 1.506620 -3.348406 0.0 0.0 0.0 0.215
H -1.916086 0.639414 -3.510747 0.0 0.0 0.0 0.217
H -1.579492 3.482743 -2.536123 0.0 0.0 0.0 0.201
H -3.113110 2.574660 -2.590341 0.0 0.0 0.0 0.192
H -2.338777 4.389892 2.490153 0.0 0.0 0.0 0.241
H -3.532208 4.615835 -1.619590 0.0 0.0 0.0 0.213
```
Forces are in eV/Å.